1.
The following is a DFT calculation (wB97M-V/def2-TZVPD) of one molecule with the formula C23H21N7O4S2 at a distorted geometry.

Summary:
LUMO energy = -0.0230 Ha
Energy relative to the best compared isomer or geometry (same formula, charge and spin) = 0.0 kJ/mol
Orbital gap = 0.270 Eh
E_HOMO = -8.0 eV

The geometry in ORCA input format:
```
! RIJCOSX wB97M-V def2-TZVPD def2/J DEFGRID3
* xyz 0 1
C -6.362 -1.369 -0.452
H -7.014 -0.504 -0.540
H -5.845 -1.513 -1.397
H -6.972 -2.245 -0.252
C -5.357 -1.164 0.684
C -4.521 0.035 0.439
N -3.286 0.005 0.130
N -2.772 1.237 -0.052
C -3.633 2.287 0.104
N -3.361 3.520 -0.041
C -2.072 3.904 -0.363
O -1.806 5.073 -0.525
C -1.028 2.834 -0.491
C 0.249 3.292 -0.556
C 1.493 2.579 -0.684
C 1.673 1.525 -1.574
C 2.875 0.849 -1.614
C 3.906 1.172 -0.743
C 3.771 2.299 0.100
C 2.580 3.000 0.097
H 2.441 3.842 0.756
O 4.847 2.582 0.879
C 4.775 3.689 1.745
H 5.737 3.726 2.252
H 3.979 3.567 2.488
H 4.619 4.622 1.194
O 5.056 0.447 -0.619
C 4.944 -0.944 -0.865
C 3.712 -1.497 -0.190
C 3.472 -1.278 1.132
C 2.224 -1.624 1.754
O 1.892 -1.478 2.903
N 1.318 -2.187 0.804
C 1.675 -2.394 -0.496
N 2.819 -2.101 -1.013
S 0.338 -3.065 -1.374
C -0.596 -2.973 0.132
N 0.059 -2.515 1.119
C -2.019 -3.383 0.193
H -2.609 -2.670 -0.391
C -2.230 -4.792 -0.356
H -3.282 -5.059 -0.302
H -1.910 -4.848 -1.394
H -1.660 -5.515 0.223
H -2.334 -3.321 1.236
H 4.205 -0.788 1.753
H 4.900 -1.166 -1.938
H 5.855 -1.380 -0.447
H 2.997 0.035 -2.310
H 0.879 1.248 -2.244
H 0.333 4.371 -0.447
C -1.415 1.431 -0.400
N -0.640 0.450 -0.573
H -1.086 -0.447 -0.400
S -5.213 1.663 0.526
H -5.897 -1.030 1.623
H -4.703 -2.032 0.773
*
```



2.
The following is a DFT calculation (wB97M-V/def2-TZVPD) of a 3-piece molecular cluster, C3H12O2S2 overall at a distorted geometry.

Summary:
LUMO energy = 0.0234 Ha
Energy relative to the best compared isomer or geometry (same formula, charge and spin) = 73.0 kJ/mol
Orbital gap = 0.341 Eh
E_HOMO = -8.7 eV

The geometry in ORCA input format:
```
! RIJCOSX wB97M-V def2-TZVPD def2/J DEFGRID3
* xyz 0 1
C -0.170 -2.298 -0.907
C 0.434 -1.253 0.057
S -0.661 0.117 0.421
S -0.753 -0.080 2.462
C 0.919 0.462 2.945
H 0.667 -2.886 -1.291
H -0.950 -2.864 -0.414
H -0.492 -1.842 -1.847
H 1.409 -0.932 -0.322
H 0.677 -1.866 0.926
H 1.410 -0.337 3.478
H 0.809 1.233 3.710
H 1.412 0.898 2.100
H -2.817 1.261 -2.723
H -1.994 0.729 -1.585
O -1.910 1.260 -2.391
H 1.065 3.442 -1.826
H 0.002 2.382 -1.368
O 0.942 2.576 -1.423
*
```



3.
The following is a DFT calculation (wB97M-V/def2-TZVPD) of a 8-piece molecular cluster, C30H62N2O14 overall at a distorted geometry.

Summary:
LUMO energy = 0.0127 Ha
Energy relative to the best compared isomer or geometry (same formula, charge and spin) = 0.0 kJ/mol
Orbital gap = 0.351 Eh
E_HOMO = -9.2 eV

The geometry in ORCA input format:
```
! RIJCOSX wB97M-V def2-TZVPD def2/J DEFGRID3
* xyz 0 1
C -4.131 -1.022 3.291
O -5.173 -0.460 3.544
N -3.951 -2.337 3.023
C -2.656 -2.848 2.660
C -5.096 -3.211 2.899
H -3.183 -0.460 3.178
H -1.893 -2.072 2.683
H -2.633 -3.156 1.598
H -2.422 -3.762 3.207
H -4.928 -4.180 3.361
H -5.954 -2.697 3.330
H -5.353 -3.333 1.838
C 0.043 -0.020 1.395
O -1.055 0.425 1.658
N 0.565 -0.135 0.155
C -0.156 0.291 -1.019
C 1.939 -0.559 -0.061
H 0.789 -0.319 2.157
H -1.216 0.475 -0.866
H -0.112 -0.508 -1.765
H 0.300 1.191 -1.440
H 2.628 0.287 -0.145
H 2.276 -1.202 0.750
H 1.984 -1.123 -0.994
O -6.158 2.761 -0.453
C -5.940 2.234 0.605
O -5.190 1.135 0.752
C -4.496 0.659 -0.386
C -4.095 -0.769 -0.129
C -6.490 2.714 1.918
H -3.638 1.279 -0.656
H -5.184 0.706 -1.237
H -4.798 -1.244 0.556
H -3.087 -0.820 0.296
H -4.029 -1.408 -1.012
H -5.956 3.646 2.145
H -6.229 2.066 2.752
H -7.549 2.931 1.849
O -0.125 5.786 -2.144
C -0.695 6.258 -1.201
O -0.884 5.613 -0.042
C -0.589 4.199 0.008
C 0.154 3.941 1.307
C -1.331 7.633 -1.236
H -0.026 3.899 -0.872
H -1.559 3.701 -0.009
H -0.472 4.313 2.119
H 1.106 4.468 1.293
H 0.317 2.878 1.478
H -1.440 8.043 -0.234
H -2.347 7.479 -1.602
H -0.736 8.241 -1.904
O -1.935 -6.103 0.821
C -2.451 -5.403 -0.010
O -1.777 -4.554 -0.803
C -0.353 -4.551 -0.628
C 0.246 -3.665 -1.709
C -3.919 -5.388 -0.300
H 0.011 -5.570 -0.782
H -0.078 -4.242 0.379
H -0.237 -2.686 -1.686
H 0.012 -4.085 -2.687
H 1.321 -3.595 -1.566
H -4.258 -6.407 -0.470
H -4.168 -4.748 -1.143
H -4.442 -4.974 0.562
O 7.056 -1.738 -3.114
C 5.955 -1.370 -3.420
O 4.820 -1.950 -2.981
C 4.969 -3.084 -2.117
C 5.267 -2.652 -0.698
C 5.648 -0.189 -4.301
H 5.794 -3.698 -2.486
H 4.059 -3.670 -2.214
H 6.286 -2.273 -0.616
H 5.191 -3.465 0.022
H 4.589 -1.842 -0.415
H 6.584 0.316 -4.533
H 4.942 0.458 -3.792
H 5.297 -0.527 -5.277
O 1.551 3.651 -6.610
C 2.665 3.211 -6.672
O 2.980 1.943 -6.337
C 1.890 1.064 -6.019
C 1.769 0.861 -4.517
C 3.844 3.967 -7.198
H 2.179 0.116 -6.476
H 0.944 1.350 -6.472
H 1.847 1.777 -3.930
H 2.553 0.179 -4.194
H 0.765 0.478 -4.317
H 4.790 3.454 -7.031
H 3.919 4.980 -6.816
H 3.720 4.039 -8.281
O 2.063 -0.771 4.650
C 1.487 -0.166 5.522
O 1.965 -0.047 6.756
C 3.259 -0.613 6.996
C 3.813 0.022 8.246
C 0.119 0.455 5.405
H 3.907 -0.420 6.140
H 3.173 -1.696 7.103
H 4.025 1.075 8.047
H 4.772 -0.416 8.520
H 3.095 -0.050 9.060
H -0.199 0.351 4.364
H 0.132 1.479 5.755
H -0.598 -0.223 5.874
*
```



4.
The following is a DFT calculation (wB97M-V/def2-TZVPD) of one molecule with the formula C14H16N4O3S.

Summary:
LUMO energy = 0.0231 Ha
Energy relative to the best compared isomer or geometry (same formula, charge and spin) = 86.5 kJ/mol
Orbital gap = 0.336 Eh
E_HOMO = -8.5 eV

The geometry in ORCA input format:
```
! RIJCOSX wB97M-V def2-TZVPD def2/J DEFGRID3
* xyz 0 1
C 1.213 -1.182 2.880
H 1.639 -0.678 3.743
H 0.916 -2.186 3.174
H 0.328 -0.639 2.560
C 2.235 -1.232 1.748
C 1.679 -1.888 0.542
N 0.439 -1.799 0.108
C 0.426 -2.531 -1.037
N 1.592 -3.066 -1.327
N 2.382 -2.651 -0.316
H 3.352 -2.922 -0.291
S -0.981 -2.695 -2.041
C -2.310 -2.253 -0.859
C -2.662 -0.768 -0.801
O -3.775 -0.371 -1.059
N -1.613 -0.008 -0.406
C -1.577 1.358 -0.152
C -2.728 2.089 0.135
C -2.637 3.417 0.507
C -1.402 4.035 0.625
C -0.255 3.326 0.323
C -0.331 2.001 -0.093
C 0.932 1.368 -0.549
O 1.998 1.462 0.014
O 0.761 0.733 -1.718
C 1.911 0.230 -2.382
H 2.751 0.170 -1.686
H 1.665 -0.754 -2.777
H 2.166 0.903 -3.203
H 0.717 3.793 0.384
H -1.334 5.065 0.939
H -3.539 3.969 0.722
H -3.687 1.603 0.063
H -0.739 -0.517 -0.234
H -3.187 -2.805 -1.195
H -1.998 -2.605 0.124
H 3.137 -1.763 2.061
H 2.517 -0.209 1.476
*
```



5.
The following is a DFT calculation (wB97M-V/def2-TZVPD) of one molecule with the formula HNO3S3 at a distorted geometry.

Summary:
LUMO energy (spin up / spin down) = -0.1242 / -0.1273 Ha
Energy relative to the best compared isomer or geometry (same formula, charge and spin) = 299.3 kJ/mol
Orbital gap (spin up / spin down) = 0.259 / 0.252 Eh
E_HOMO (spin up / spin down) = -10.4 / -10.3 eV

The geometry in ORCA input format:
```
! RIJCOSX wB97M-V def2-TZVPD def2/J DEFGRID3
* xyz 0 1
N -2.171 -0.446 -0.016
O 1.584 2.314 0.131
O 0.332 0.348 -0.909
O -0.288 -1.959 -0.633
S 2.024 -0.449 1.081
S 1.756 0.983 -0.410
S -0.653 -0.785 0.001
H -2.586 -0.007 0.756
*
```



6.
The following is a DFT calculation (wB97M-V/def2-TZVPD) of one molecule with the formula C22H29N5O4 at a distorted geometry.

Summary:
LUMO energy = 0.0084 Ha
Energy relative to the best compared isomer or geometry (same formula, charge and spin) = 153.6 kJ/mol
Orbital gap = 0.295 Eh
E_HOMO = -7.8 eV

The geometry in ORCA input format:
```
! RIJCOSX wB97M-V def2-TZVPD def2/J DEFGRID3
* xyz 0 1
C -0.352 1.953 5.255
O 0.095 2.783 4.207
C -0.918 3.402 3.462
C -1.758 2.448 2.591
C -2.802 3.214 1.789
H -3.472 3.747 2.457
H -3.381 2.523 1.181
H -2.307 3.923 1.131
H -2.241 1.691 3.223
O -0.894 1.785 1.673
C -0.550 0.527 1.927
O -0.990 -0.128 2.869
C 0.346 -0.029 0.945
C 0.761 -1.366 0.979
N 0.527 -2.219 1.989
H -0.142 -1.846 2.659
H 0.540 -3.209 1.816
N 1.525 -1.662 -0.112
C 1.594 -0.545 -0.904
N 2.197 -0.451 -2.053
C 2.105 0.778 -2.631
C 2.727 0.995 -3.873
C 2.645 2.218 -4.480
C 1.939 3.269 -3.874
C 1.320 3.088 -2.668
C 1.385 1.843 -2.012
N 0.758 1.705 -0.820
C 0.865 0.525 -0.263
H 0.773 3.882 -2.183
H 1.888 4.226 -4.372
H 3.127 2.383 -5.432
H 3.267 0.174 -4.320
C 2.073 -2.939 -0.489
H 2.165 -3.563 0.403
C 1.231 -3.635 -1.562
H 1.753 -4.542 -1.872
C -0.166 -4.035 -1.086
N -0.997 -2.910 -0.685
C -2.172 -3.356 0.049
H -1.854 -3.922 0.928
C -2.991 -2.145 0.495
O -3.407 -1.381 -0.611
C -2.289 -0.937 -1.342
H -2.680 -0.383 -2.197
C -1.428 -2.106 -1.821
H -0.555 -1.706 -2.337
H -2.012 -2.717 -2.533
H -1.680 -0.263 -0.723
H -3.900 -2.469 1.005
H -2.391 -1.527 1.177
H -2.808 -4.008 -0.576
H -0.654 -4.622 -1.886
H -0.066 -4.694 -0.216
H 1.167 -2.976 -2.427
H 3.072 -2.755 -0.895
H -0.398 4.104 2.805
H -1.601 3.956 4.125
H -0.772 1.014 4.881
H 0.526 1.733 5.859
H -1.100 2.467 5.872
*
```



7.
The following is a DFT calculation (wB97M-V/def2-TZVPD) of C46H50N8O4PS3TeTi as an isolated structure at a distorted geometry.

Summary:
<S²> = 2.03
LUMO energy (spin up / spin down) = 0.0582 / 0.0380 Ha
Energy relative to the best compared isomer or geometry (same formula, charge and spin) = 143.2 kJ/mol
Orbital gap (spin up / spin down) = 0.220 / 0.200 Eh
E_HOMO (spin up / spin down) = -4.4 / -4.4 eV

The geometry in ORCA input format:
```
! RIJCOSX wB97M-V def2-TZVPD def2/J DEFGRID3
* xyz -1 3
Ti -14.883 -4.503 17.991
C -18.949 -8.161 17.449
C -19.208 -7.263 18.479
C -18.185 -6.448 18.952
C -16.880 -6.655 18.534
C -16.616 -7.536 17.504
C -17.624 -8.372 17.057
N -15.816 -5.901 19.024
C -15.253 -6.129 20.290
C -15.649 -7.175 21.143
C -14.836 -7.426 22.301
C -13.700 -6.708 22.555
C -13.278 -5.667 21.736
C -14.032 -5.373 20.613
N -13.659 -4.443 19.607
N -12.586 -3.668 19.787
C -12.414 -2.825 18.774
C -11.359 -1.850 18.710
C -11.364 -0.898 17.738
C -12.507 -0.817 16.892
C -13.306 -1.918 16.840
N -13.348 -2.870 17.782
H -19.777 -8.762 16.959
H -20.225 -7.133 18.878
H -18.408 -5.646 19.670
H -15.611 -7.604 17.039
H -17.374 -9.212 16.425
H -16.550 -7.747 20.916
H -15.122 -8.156 23.062
H -13.116 -7.038 23.462
H -12.345 -5.093 21.941
H -10.576 -1.950 19.466
H -10.628 -0.141 17.762
H -12.671 -0.040 16.192
H -13.932 -2.151 15.968
O -16.082 -2.972 18.953
S -17.212 -2.866 17.969
O -18.540 -3.389 18.320
N -16.445 -3.739 16.777
C -17.086 -3.984 15.539
C -18.503 -3.764 15.418
C -19.093 -3.724 14.172
C -18.465 -4.220 13.063
C -17.092 -4.629 13.163
C -16.367 -5.183 12.143
C -15.069 -5.613 12.299
C -14.415 -5.370 13.482
N -15.058 -4.935 14.537
C -16.343 -4.451 14.404
C -17.475 -1.201 17.307
C -18.776 -0.739 16.987
C -18.911 0.447 16.265
C -17.805 1.222 15.858
C -16.548 0.682 16.123
C -16.327 -0.495 16.800
H -19.002 -3.562 16.357
H -20.068 -3.262 14.036
H -18.956 -4.440 12.145
H -16.819 -5.425 11.218
H -14.601 -6.081 11.482
H -13.355 -5.650 13.647
H -19.690 -1.229 17.293
H -19.889 0.758 15.974
H -17.894 2.178 15.397
H -15.610 1.260 15.844
H -15.301 -0.831 17.013
N -13.364 -7.090 16.749
N -13.675 -5.647 16.711
H -13.336 -7.417 17.719
H -12.441 -7.169 16.349
H -14.175 -5.367 15.769
H -12.740 -5.166 16.795
C -10.075 -1.870 11.342
C -10.814 -2.621 12.431
C -10.486 -2.401 13.902
O -10.732 -4.036 12.078
P -9.705 -5.179 12.544
S -9.386 -6.364 10.998
S -10.450 -5.888 14.276
O -8.357 -4.464 13.015
C -7.124 -5.199 13.232
C -5.924 -4.262 12.953
C -7.122 -5.705 14.693
H -10.197 -0.738 11.321
H -10.559 -2.232 10.437
H -8.995 -2.131 11.300
H -11.921 -2.465 12.333
H -9.574 -2.881 14.190
H -11.357 -2.697 14.516
H -10.368 -1.312 14.071
H -7.106 -5.991 12.458
H -5.521 -3.843 13.888
H -6.190 -3.492 12.214
H -5.134 -4.877 12.557
H -7.450 -4.872 15.324
H -6.125 -6.147 14.920
H -7.928 -6.461 14.804
C -14.468 -13.501 18.220
Te -13.103 -11.932 17.126
C -12.135 -12.092 19.102
C -12.642 -13.166 19.970
C -12.060 -13.432 21.214
C -12.636 -14.409 21.991
C -13.782 -15.061 21.598
C -14.454 -14.822 20.364
C -13.836 -13.876 19.495
H -14.538 -14.366 17.512
H -15.438 -12.960 18.286
H -12.162 -11.095 19.613
H -11.054 -12.270 18.935
H -11.202 -12.896 21.561
H -12.232 -14.626 22.969
H -14.290 -15.776 22.222
H -15.447 -15.289 20.171
*
```



8.
The following is a DFT calculation (wB97M-V/def2-TZVPD) of a 2-piece molecular cluster, C9H16N2O5 overall at a distorted geometry.

Summary:
LUMO energy = 0.0064 Ha
Energy relative to the best compared isomer or geometry (same formula, charge and spin) = 485.2 kJ/mol
Orbital gap = 0.342 Eh
E_HOMO = -9.1 eV

The geometry in ORCA input format:
```
! RIJCOSX wB97M-V def2-TZVPD def2/J DEFGRID3
* xyz 0 1
C 0.334 -1.549 1.338
C 0.419 -0.556 0.205
C 0.030 -0.985 2.756
C 1.245 0.058 3.240
C -1.298 -0.244 2.809
C -0.806 0.062 -1.974
C -0.178 -0.951 -2.967
C -0.099 1.546 -2.086
C -0.626 2.519 -3.045
H 1.585 -3.507 1.230
H 2.356 -1.572 0.769
H -0.368 -2.281 1.118
H -0.060 -1.769 3.455
H 1.070 0.349 4.302
H 1.397 0.803 2.442
H 2.123 -0.711 3.406
H -1.213 0.890 2.449
H -2.214 -0.863 2.432
H -1.481 -0.115 3.847
H -1.499 -1.131 -0.303
H -1.905 0.113 -1.929
H 1.021 1.493 -2.494
H 0.026 2.064 -0.970
H -0.861 4.423 -3.281
H -0.169 0.763 -4.003
N 1.660 -2.151 1.534
N -0.775 -0.419 -0.563
O 1.454 0.095 -0.090
O 0.125 -2.070 -2.674
O -0.776 2.171 -4.243
O -0.646 3.791 -2.626
O 0.127 -0.264 -4.085
*
```



Please write out number 6 again, unchanged.
The following is a DFT calculation (wB97M-V/def2-TZVPD) of one molecule with the formula C22H29N5O4 at a distorted geometry.

Summary:
LUMO energy = 0.0084 Ha
Energy relative to the best compared isomer or geometry (same formula, charge and spin) = 153.6 kJ/mol
Orbital gap = 0.295 Eh
E_HOMO = -7.8 eV

The geometry in ORCA input format:
```
! RIJCOSX wB97M-V def2-TZVPD def2/J DEFGRID3
* xyz 0 1
C -0.352 1.953 5.255
O 0.095 2.783 4.207
C -0.918 3.402 3.462
C -1.758 2.448 2.591
C -2.802 3.214 1.789
H -3.472 3.747 2.457
H -3.381 2.523 1.181
H -2.307 3.923 1.131
H -2.241 1.691 3.223
O -0.894 1.785 1.673
C -0.550 0.527 1.927
O -0.990 -0.128 2.869
C 0.346 -0.029 0.945
C 0.761 -1.366 0.979
N 0.527 -2.219 1.989
H -0.142 -1.846 2.659
H 0.540 -3.209 1.816
N 1.525 -1.662 -0.112
C 1.594 -0.545 -0.904
N 2.197 -0.451 -2.053
C 2.105 0.778 -2.631
C 2.727 0.995 -3.873
C 2.645 2.218 -4.480
C 1.939 3.269 -3.874
C 1.320 3.088 -2.668
C 1.385 1.843 -2.012
N 0.758 1.705 -0.820
C 0.865 0.525 -0.263
H 0.773 3.882 -2.183
H 1.888 4.226 -4.372
H 3.127 2.383 -5.432
H 3.267 0.174 -4.320
C 2.073 -2.939 -0.489
H 2.165 -3.563 0.403
C 1.231 -3.635 -1.562
H 1.753 -4.542 -1.872
C -0.166 -4.035 -1.086
N -0.997 -2.910 -0.685
C -2.172 -3.356 0.049
H -1.854 -3.922 0.928
C -2.991 -2.145 0.495
O -3.407 -1.381 -0.611
C -2.289 -0.937 -1.342
H -2.680 -0.383 -2.197
C -1.428 -2.106 -1.821
H -0.555 -1.706 -2.337
H -2.012 -2.717 -2.533
H -1.680 -0.263 -0.723
H -3.900 -2.469 1.005
H -2.391 -1.527 1.177
H -2.808 -4.008 -0.576
H -0.654 -4.622 -1.886
H -0.066 -4.694 -0.216
H 1.167 -2.976 -2.427
H 3.072 -2.755 -0.895
H -0.398 4.104 2.805
H -1.601 3.956 4.125
H -0.772 1.014 4.881
H 0.526 1.733 5.859
H -1.100 2.467 5.872
*
```



Which formula does entry 7 have?
C46H50N8O4PS3TeTi



Which of these has the highest energy relative to the best compared isomer or geometry (same formula, charge and spin)?
C9H16N2O5